1.
The following is a quantum chemistry calculation of a molecular structure, C9H16AuN2O2S3, from OMol25.

Geometry as ORCA input:
```
! RIJCOSX wB97M-V def2-TZVPD def2/J DEFGRID3
* xyz 1 1
Au -0.37 0.71 1.60
C 0.31 -1.19 -3.22
C -0.54 0.07 -3.26
S -1.18 0.76 -1.69
C -2.28 -0.55 -1.14
C -1.70 -1.74 -0.35
S -0.37 -1.49 0.86
C 1.16 -1.80 -0.10
C 1.82 -0.68 -0.91
S 2.03 -1.06 -2.67
H 0.40 -1.56 -4.24
H -0.20 -1.98 -2.66
H -1.42 -0.11 -3.86
H 0.01 0.89 -3.72
H -2.82 -0.95 -2.00
H -3.01 -0.05 -0.51
H -1.32 -2.52 -1.01
H -2.51 -2.19 0.23
H 0.87 -2.64 -0.74
H 1.84 -2.19 0.65
H 2.81 -0.49 -0.52
H 1.28 0.25 -0.83
N -0.01 2.11 3.16
C 1.40 2.57 3.06
C 2.25 1.46 2.46
O 3.40 1.28 2.73
O 1.61 0.75 1.52
H -0.68 2.87 3.17
H -0.15 1.56 4.00
H 1.78 2.87 4.03
H 1.43 3.42 2.38
N -3.49 0.81 1.83
C -2.34 0.78 1.75
*
```

HOMO energy (Eh): -0.434
E_LUMO (eV): -5.78
HOMO-LUMO gap (eV): 6.02

Mulliken atomic charge list, values in e, 8 entries: 1.022, -0.394, -0.772, -0.062, -0.953, -0.729, -0.078, -0.788

=====

2.
The following is a quantum chemistry calculation of 14 unconnected molecules or ions with the total composition C47H82BCl4F10N3O26S4 at a distorted geometry, from OMol25.

Geometry as ORCA input:
```
! RIJCOSX wB97M-V def2-TZVPD def2/J DEFGRID3
* xyz -2 1
C 2.66 -1.76 0.95
C 1.77 -0.59 1.34
C 0.45 -0.60 0.54
N -0.39 0.65 0.64
C -1.83 0.36 0.26
C -2.72 1.58 0.52
C -2.58 2.11 1.93
C -1.12 2.49 2.24
C -0.17 1.31 2.03
C 0.21 1.63 -0.38
H 2.87 -1.83 -0.12
H 2.25 -2.74 1.18
H 3.61 -1.67 1.47
H 2.32 0.32 1.11
H 1.63 -0.63 2.42
H -0.21 -1.44 0.80
H 0.65 -0.71 -0.52
H -2.12 -0.53 0.81
H -1.74 0.17 -0.80
H -3.74 1.24 0.35
H -2.54 2.39 -0.19
H -2.85 1.29 2.60
H -3.23 2.97 2.06
H -1.19 2.74 3.30
H -0.68 3.37 1.77
H -0.39 0.47 2.68
H 0.87 1.60 2.18
H -0.33 2.57 -0.30
H 0.22 1.14 -1.34
H 1.23 1.80 -0.02
N -6.07 -2.46 0.16
S -7.00 -3.31 -0.78
O -6.33 -4.40 -1.44
O -8.16 -2.71 -1.40
F -7.78 -4.07 0.43
S -5.44 -1.57 -1.13
O -6.29 -0.54 -1.70
O -4.52 -2.27 -1.98
F -4.44 -0.75 -0.21
N -3.62 -2.55 2.53
S -2.62 -3.41 1.69
O -1.91 -4.51 2.30
O -1.91 -2.64 0.70
F -3.75 -4.20 0.90
S -2.51 -1.92 3.69
O -1.22 -1.51 3.16
O -2.55 -2.46 5.02
F -3.27 -0.52 3.81
B -0.52 5.50 -0.44
F -1.53 4.72 0.15
F -1.13 6.57 -1.14
F 0.32 6.07 0.54
F 0.23 4.74 -1.35
C 2.47 1.67 5.23
Cl 0.80 1.16 5.49
Cl 3.37 0.70 4.05
H 2.54 2.72 4.99
H 2.99 1.53 6.18
C 2.92 4.35 0.61
Cl 4.49 3.88 -0.09
Cl 2.81 3.97 2.32
H 2.81 5.42 0.51
H 2.14 3.78 0.12
C -6.76 3.26 4.81
C -5.95 2.26 4.00
O -6.37 2.22 2.65
C -6.32 1.06 1.98
O -5.74 0.09 2.38
O -6.72 1.17 0.73
C -6.84 2.41 0.06
H -6.42 3.23 5.84
H -7.82 3.02 4.79
H -6.64 4.26 4.38
H -6.07 1.28 4.46
H -4.87 2.45 4.03
H -5.96 3.04 0.18
H -7.71 2.99 0.40
H -7.07 2.16 -0.97
C 2.48 1.63 -7.66
C 2.55 3.10 -7.36
O 3.53 3.36 -6.37
C 3.28 3.41 -5.05
O 4.14 3.50 -4.23
O 1.98 3.31 -4.81
C 1.53 3.12 -3.46
H 3.45 1.33 -8.06
H 1.65 1.34 -8.31
H 2.35 0.99 -6.79
H 1.58 3.50 -7.04
H 2.75 3.60 -8.30
H 1.72 2.07 -3.22
H 0.47 3.29 -3.36
H 2.04 3.75 -2.74
C 7.05 0.72 -1.13
C 6.08 0.19 -2.17
O 4.78 0.55 -1.66
C 3.67 0.34 -2.34
O 2.59 0.60 -1.89
O 3.94 -0.33 -3.47
C 2.83 -0.65 -4.30
H 8.04 0.68 -1.59
H 6.98 0.10 -0.24
H 6.90 1.75 -0.82
H 6.26 -0.85 -2.43
H 6.22 0.80 -3.06
H 2.40 -1.54 -3.83
H 3.20 -0.90 -5.29
H 2.00 0.04 -4.38
C -1.96 6.62 -4.26
C -2.59 5.90 -3.08
O -2.88 4.58 -3.57
C -3.58 3.78 -2.74
O -4.00 4.08 -1.67
O -3.65 2.59 -3.33
C -4.53 1.64 -2.77
H -1.12 6.07 -4.69
H -1.52 7.55 -3.90
H -2.75 6.84 -4.99
H -3.54 6.33 -2.76
H -1.93 5.85 -2.22
H -4.19 1.29 -1.79
H -4.58 0.71 -3.32
H -5.47 2.10 -2.46
C -1.11 0.27 -6.34
C -0.86 0.32 -4.86
O -0.32 -0.89 -4.40
C -0.50 -1.35 -3.17
O -1.07 -0.76 -2.29
O 0.03 -2.55 -3.09
C -0.25 -3.30 -1.89
H -0.26 0.22 -7.02
H -1.69 1.14 -6.66
H -1.73 -0.61 -6.56
H -1.84 0.52 -4.42
H -0.20 1.16 -4.59
H -0.13 -2.66 -1.02
H 0.44 -4.13 -1.95
H -1.29 -3.62 -1.92
C 1.96 -2.70 4.05
C 1.02 -2.45 5.21
O 1.86 -2.25 6.38
C 1.27 -2.13 7.55
O 0.09 -2.02 7.72
O 2.19 -2.26 8.51
C 1.72 -2.16 9.84
H 1.36 -2.73 3.14
H 2.59 -3.58 4.14
H 2.61 -1.84 3.92
H 0.28 -3.23 5.39
H 0.44 -1.55 5.08
H 2.59 -2.04 10.48
H 1.08 -3.01 10.06
H 1.10 -1.27 9.99
F 1.14 -4.54 1.28
C 0.98 -5.45 0.32
C 1.93 -6.44 0.17
C 1.77 -7.40 -0.83
C 0.68 -7.37 -1.67
C -0.28 -6.37 -1.48
C -0.19 -5.45 -0.45
H 2.84 -6.34 0.75
H 2.56 -8.13 -0.94
H 0.65 -8.10 -2.47
H -1.15 -6.34 -2.12
H -0.95 -4.72 -0.23
F 6.73 -2.21 0.12
C 6.61 -3.06 1.14
C 7.46 -2.94 2.24
C 7.37 -3.78 3.33
C 6.33 -4.72 3.38
C 5.41 -4.77 2.36
C 5.59 -3.97 1.22
H 8.32 -2.27 2.18
H 8.12 -3.77 4.10
H 6.21 -5.20 4.34
H 4.58 -5.47 2.34
H 4.87 -4.04 0.41
*
```

HOMO energy (Eh): -0.171
E_LUMO (eV): 3.18
HOMO-LUMO gap (eV): 7.84

Mulliken atomic charge list, values in e, 8 entries: -1.403, 0.445, 1.523, 1.292, 0.341, 0.882, 0.020, -1.270

=====

3.
The following is a quantum chemistry calculation of a molecular structure, C8H10N3PdSbSe5, from OMol25.

Geometry as ORCA input:
```
! RIJCOSX wB97M-V def2-TZVPD def2/J DEFGRID3
* xyz -2 1
Pd -0.40 1.43 0.79
Se -5.51 0.82 2.54
Sb -3.79 0.51 0.87
Se -2.45 2.60 0.39
Se -1.63 -0.44 1.78
Se -4.47 -0.60 -1.19
C -0.65 -0.02 -2.56
N -0.13 -1.27 -2.00
C -1.11 -2.32 -1.68
C 1.09 -1.66 -2.33
N 2.15 -2.05 -2.58
H -1.03 -0.17 -3.58
H 0.13 0.73 -2.55
H -1.47 0.31 -1.92
H -1.55 -2.73 -2.59
H -1.89 -1.88 -1.07
H -0.61 -3.10 -1.11
Se 1.18 3.15 -0.09
C 1.86 1.76 1.00
C 1.71 0.41 0.62
C 2.06 -0.60 1.54
N 2.54 -0.38 2.74
C 2.69 0.92 3.10
C 2.37 1.98 2.30
H 1.45 0.15 -0.40
H 1.92 -1.63 1.25
H 3.08 1.09 4.09
H 2.48 3.00 2.66
*
```

HOMO energy (Eh): -0.062
E_LUMO (eV): 4.44
HOMO-LUMO gap (eV): 6.13

Mulliken atomic charge list, values in e, 8 entries: 0.291, -0.724, 0.749, -0.473, -0.533, -0.742, -0.754, 0.260

=====

4.
The following is a quantum chemistry calculation of 3 unconnected molecules or ions with the total composition C3H13NO2 at a distorted geometry, from OMol25.

Geometry as ORCA input:
```
! RIJCOSX wB97M-V def2-TZVPD def2/J DEFGRID3
* xyz 0 1
C 0.96 1.45 -1.00
C 1.58 0.48 0.01
N 0.56 -0.49 0.45
C 1.11 -1.77 0.92
H -0.11 1.48 -0.86
H 1.34 1.38 -2.02
H 1.37 2.42 -0.71
H 1.97 0.99 0.90
H 2.47 -0.10 -0.27
H -0.07 -0.67 -0.32
H 1.53 -1.55 1.90
H 0.27 -2.45 1.04
H 1.84 -2.16 0.22
O -2.90 0.12 -1.47
H -2.04 0.36 -1.79
H -3.22 0.80 -0.88
O -2.21 -0.27 1.60
H -1.45 0.18 1.20
H -3.00 -0.18 1.07
*
```

HOMO energy (Eh): -0.333
SMILES string: CCNC.O.O
E_LUMO (eV): 0.65
HOMO-LUMO gap (eV): 9.70

Mulliken atomic charge list, values in e, 8 entries: -0.981, -0.361, -0.314, -1.084, 0.243, 0.280, 0.286, 0.289